Entry 1:
ORCA calculation (ωB97M-V with the def2-TZVPD basis set) on 9 unconnected molecules or ions with the total composition C3H23NO10 in a non-equilibrium geometry.

Summary:
Electronic energy = -25449.339 eV
Energy relative to the best compared isomer or geometry (same formula, charge and spin) = 233.1 kJ/mol
SMILES = CCNC(=O)O.O.O.O.O.O.O.O.O
Gap between HOMO and LUMO = 10.282 eV

ORCA input file:
```
! wB97M-V def2-TZVPD RIJCOSX def2/J DEFGRID3
* xyz 0 1
C 0.482 -2.275 -1.881
C -0.101 -3.088 -0.748
N -1.555 -2.950 -0.557
C -2.036 -1.718 -0.277
O -1.281 -0.793 0.017
O -3.373 -1.605 -0.326
H 0.382 -1.219 -1.620
H 1.519 -2.411 -2.188
H -0.098 -2.298 -2.803
H 0.066 -4.156 -0.876
H 0.279 -2.607 0.160
H -2.177 -3.663 -0.885
H -3.609 -1.146 0.524
O 2.135 -1.341 2.529
H 2.180 -0.874 3.364
H 2.160 -2.295 2.586
O 3.412 1.556 -1.785
H 3.319 2.505 -1.604
H 4.060 1.483 -1.063
O -2.896 -0.313 1.978
H -2.093 -0.660 1.535
H -2.601 0.580 2.217
O 3.281 1.739 1.587
H 3.001 1.167 0.864
H 2.493 1.649 2.134
O -0.822 1.160 2.044
H -1.133 1.721 1.317
H -0.093 0.735 1.564
O 1.205 1.606 -0.403
H 1.770 1.058 -0.960
H 0.957 2.300 -1.017
O -3.255 1.485 -1.502
H -3.009 0.642 -1.096
H -2.415 1.638 -1.958
O -0.324 4.090 -0.624
H 0.608 4.341 -0.561
H -0.438 3.958 0.313
*
```

Results of the Mulliken charge analysis, in e, for atoms 1 through 2:
1 C -0.94
2 C -0.18


Entry 2:
ORCA calculation (ωB97M-V with the def2-TZVPD basis set) on a molecular structure, C3H24F9O21S3Zn2 in a non-equilibrium geometry.

Summary:
Electronic energy = -200272.322 eV
Energy relative to the best compared isomer or geometry (same formula, charge and spin) = 2014.7 kJ/mol
Gap between HOMO and LUMO = 2.051 eV

ORCA input file:
```
! wB97M-V def2-TZVPD RIJCOSX def2/J DEFGRID3
* xyz 1 1
Zn -30.774 2.376 16.962
Zn -26.661 7.971 22.980
C -25.226 0.666 21.007
F -25.619 -0.608 20.857
F -24.315 0.666 21.985
F -24.809 1.124 19.846
S -26.784 1.637 21.628
O -27.585 1.561 20.364
O -27.312 1.020 22.844
O -26.261 3.010 21.823
C -33.419 8.731 25.536
F -33.502 9.540 24.468
F -32.782 9.320 26.544
F -34.685 8.470 25.993
S -32.466 7.100 25.119
O -31.090 7.541 24.813
O -32.624 6.378 26.360
O -33.177 6.552 23.954
C -30.663 9.718 17.016
F -31.777 9.281 17.601
F -30.723 9.856 15.729
F -30.395 10.879 17.692
S -29.285 8.455 17.481
O -29.053 8.670 18.903
O -29.746 7.055 17.111
O -28.105 8.874 16.713
O -18.447 1.637 18.836
H -17.947 1.670 18.020
H -19.128 0.984 18.673
O -29.234 0.875 28.818
H -28.968 0.660 27.925
H -28.478 0.641 29.357
O -29.942 -3.650 23.702
H -29.931 -2.708 23.871
H -30.592 -3.997 24.313
O -23.152 2.336 27.160
H -22.839 1.634 26.590
H -23.687 1.890 27.817
O -23.785 2.795 14.464
H -23.643 3.714 14.692
H -23.137 2.316 14.981
O -32.061 -1.241 17.036
H -32.639 -1.507 17.752
H -31.961 -2.030 16.503
O -22.397 -5.175 22.234
H -21.672 -4.881 22.785
H -22.950 -4.401 22.132
O -23.460 8.622 21.251
H -22.545 8.463 21.483
H -23.421 9.289 20.565
O -24.490 7.167 26.148
H -24.875 7.080 27.019
H -23.603 6.821 26.242
O -25.034 -7.017 18.052
H -25.832 -6.656 18.439
H -24.373 -6.928 18.739
O -27.774 0.882 14.905
H -27.932 0.142 14.319
H -26.853 1.102 14.771
O -19.213 -0.972 25.995
H -19.152 -1.687 25.362
H -18.347 -0.564 25.980
*
```

Results of the Mulliken charge analysis, in e, for atoms 1 through 2:
1 Zn 0.82
2 Zn 0.88


Entry 3:
ORCA calculation (ωB97M-V with the def2-TZVPD basis set) on 11 unconnected molecules or ions with the total composition C3H28N2O12 in a non-equilibrium geometry.

Summary:
Electronic energy = -31115.828 eV
Energy relative to the best compared isomer or geometry (same formula, charge and spin) = 290.7 kJ/mol
SMILES = NCCNC(=O)O.O.O.O.O.O.O.O.O.O.O
Gap between HOMO and LUMO = 9.183 eV

ORCA input file:
```
! wB97M-V def2-TZVPD RIJCOSX def2/J DEFGRID3
* xyz 0 1
N 0.930 -3.016 0.934
C 2.365 -3.300 0.731
C 3.130 -2.085 0.107
N 2.805 -1.786 -1.258
C 1.630 -1.055 -1.528
O 1.136 -1.349 -2.608
O 1.270 -0.201 -0.582
H 0.373 -2.775 0.120
H 0.719 -2.213 1.518
H 2.889 -3.375 1.671
H 2.455 -4.256 0.226
H 4.168 -2.322 0.388
H 3.084 -1.178 0.718
H 3.287 -2.251 -2.008
H 0.278 -0.073 -0.614
O -1.567 -2.579 -2.421
H -1.896 -3.118 -3.161
H -1.092 -3.115 -1.767
O 1.465 2.442 -0.184
H 2.371 2.763 -0.307
H 1.666 1.514 -0.019
O -0.881 0.470 -2.046
H -0.368 -0.320 -2.363
H -0.211 1.195 -2.033
O -1.874 1.629 1.045
H -2.356 1.956 0.267
H -1.156 1.169 0.541
O 0.317 4.498 1.665
H -0.284 4.096 2.306
H 0.772 3.772 1.236
O -1.524 -0.986 0.244
H -2.079 -0.495 0.866
H -2.015 -0.752 -0.563
O -3.472 1.370 -2.013
H -3.858 0.905 -1.250
H -2.654 0.856 -2.110
O 2.816 1.376 1.975
H 1.864 1.506 1.898
H 3.064 0.804 2.697
O -4.266 -0.683 1.511
H -4.066 0.152 1.972
H -4.222 -1.300 2.288
O -1.640 3.123 3.191
H -1.745 2.341 2.619
H -2.155 3.816 2.777
*
```

Results of the Mulliken charge analysis, in e, for atoms 1 through 2:
1 N -0.53
2 C -0.53


Entry 4:
ORCA calculation (ωB97M-V with the def2-TZVPD basis set) on 12 unconnected molecules or ions with the total composition C3H29NO12S in a non-equilibrium geometry.

Summary:
Electronic energy = -40478.964 eV
Energy relative to the best compared isomer or geometry (same formula, charge and spin) = 54.6 kJ/mol
Gap between HOMO and LUMO = 6.018 eV

ORCA input file:
```
! wB97M-V def2-TZVPD RIJCOSX def2/J DEFGRID3
* xyz -2 1
C 0.934 -1.203 0.902
O 1.057 -1.142 -0.544
C -0.364 -1.964 1.235
C -0.363 -2.545 2.650
S -0.188 -1.249 3.924
N -1.557 -1.189 0.923
H 1.832 -1.771 1.204
H 0.983 -0.201 1.366
H -0.386 -2.906 0.613
H 0.392 -3.386 2.707
H -1.348 -3.003 2.834
H -1.932 -0.449 1.504
H -1.397 -0.980 -0.053
H 0.194 0.310 -3.036
H 0.224 1.689 -3.165
O -0.042 0.948 -3.731
H 0.772 4.179 -1.818
H 0.779 2.718 -1.351
O 0.442 3.636 -1.093
H 4.150 1.041 0.791
H 3.366 0.180 1.753
O 4.190 0.191 1.252
H -2.482 -1.420 -2.703
H -2.314 0.042 -2.730
O -2.495 -0.691 -3.336
H -1.333 0.942 4.118
H -1.216 1.327 2.679
O -1.505 1.700 3.520
H -2.704 -2.605 0.160
H -2.929 -3.214 1.478
O -3.298 -3.271 0.586
H 3.523 -1.460 -1.996
H 2.151 -1.986 -1.610
O 3.071 -2.287 -1.807
H -4.123 0.579 -0.296
H -3.393 1.921 0.030
O -4.232 1.530 -0.241
H -0.725 1.056 0.036
H -0.812 2.628 -0.403
O -1.273 1.819 -0.149
H 1.382 -0.227 -0.829
H 3.067 3.610 -0.317
O 3.462 2.745 -0.452
H 2.133 0.984 -2.312
H 2.722 2.119 -0.725
O 1.585 1.250 -1.568
*
```

Results of the Mulliken charge analysis, in e, for atoms 1 through 2:
1 C -0.69
2 O -0.45


Entry 5:
ORCA calculation (ωB97M-V with the def2-TZVPD basis set) on a molecular structure, C3H2AlFO3 in a non-equilibrium geometry.

Summary:
Electronic energy = -18534.769 eV
Energy relative to the best compared isomer or geometry (same formula, charge and spin) = 0.0 kJ/mol
Gap between HOMO and LUMO = 5.844 eV

ORCA input file:
```
! wB97M-V def2-TZVPD RIJCOSX def2/J DEFGRID3
* xyz 4 1
C -0.144 -0.694 1.125
C 0.114 0.744 1.343
O 0.203 1.195 -0.001
C 0.073 0.220 -0.835
O -0.162 -0.982 -0.116
O 0.084 0.241 -2.021
Al -0.013 -0.338 -3.416
F -0.188 -1.593 1.972
H 1.048 0.927 1.901
H -0.815 1.106 1.857
*
```

Results of the Mulliken charge analysis, in e, for atoms 1 through 2:
1 C 0.53
2 C 0.04


Entry 6:
ORCA calculation (ωB97M-V with the def2-TZVPD basis set) on a molecular structure, C3H2AuFLiO3 in a non-equilibrium geometry.

Summary:
Electronic energy = -15877.430 eV
⟨S²⟩ = 3.764
Gap between HOMO and LUMO (alpha / beta) = 7.925 / 7.784 eV

ORCA input file:
```
! wB97M-V def2-TZVPD RIJCOSX def2/J DEFGRID3
* xyz 2 4
O 0.483 -1.513 -0.872
C 1.391 -0.956 -0.362
C -0.668 1.290 -0.307
O 0.381 0.988 0.370
O 2.494 -0.578 -0.197
C -1.929 0.804 -0.216
Li -1.392 -1.252 -1.337
F -0.372 2.063 -1.378
H -2.707 1.216 -0.857
H -2.187 0.210 0.661
Au 2.015 1.972 0.787
*
```

Results of the Mulliken charge analysis, in e, for atoms 1 through 2:
1 O -0.49
2 C 0.91


Entry 7:
ORCA calculation (ωB97M-V with the def2-TZVPD basis set) on a molecular structure, C3H2Br3F in a non-equilibrium geometry.

Summary:
Electronic energy = -215984.066 eV
Energy relative to the best compared isomer or geometry (same formula, charge and spin) = 276.8 kJ/mol
Gap between HOMO and LUMO (alpha / beta) = 8.755 / 8.755 eV

ORCA input file:
```
! wB97M-V def2-TZVPD RIJCOSX def2/J DEFGRID3
* xyz 0 1
C -0.417 -0.294 0.669
C -0.501 -1.597 0.489
C 1.459 -2.696 0.961
F 2.081 -2.137 -0.125
Br -1.629 -2.800 -0.262
Br 2.352 -1.986 2.504
Br 1.194 -4.527 0.958
H -1.130 0.240 0.267
H 0.443 0.211 1.299
*
```

Results of the Mulliken charge analysis, in e, for atoms 1 through 2:
1 C -0.47
2 C 0.12


Entry 8:
ORCA calculation (ωB97M-V with the def2-TZVPD basis set) on a molecular structure, C3H2Br4 in a non-equilibrium geometry.

Summary:
Electronic energy = -283309.531 eV
Energy relative to the best compared isomer or geometry (same formula, charge and spin) = 228.0 kJ/mol
Gap between HOMO and LUMO (alpha / beta) = 7.323 / 7.898 eV

ORCA input file:
```
! wB97M-V def2-TZVPD RIJCOSX def2/J DEFGRID3
* xyz 0 1
C -0.384 0.029 -0.191
C -1.138 1.321 -0.063
C -1.300 -1.275 -0.010
Br -1.951 1.649 1.709
Br -2.351 1.705 -1.371
Br -2.105 -1.771 -1.521
Br -2.189 -1.585 1.631
H 0.119 -0.153 -1.086
H 0.299 0.166 0.642
*
```

Results of the Mulliken charge analysis, in e, for atoms 1 through 2:
1 C -0.82
2 C 0.07


Entry 9:
ORCA calculation (ωB97M-V with the def2-TZVPD basis set) on 2 unconnected molecules or ions with the total composition C3H2BrClO2 in a non-equilibrium geometry.

Summary:
Electronic energy = -89799.682 eV
Energy relative to the best compared isomer or geometry (same formula, charge and spin) = 256.7 kJ/mol
Gap between HOMO and LUMO = 7.745 eV

ORCA input file:
```
! wB97M-V def2-TZVPD RIJCOSX def2/J DEFGRID3
* xyz 0 1
C 0.347 -0.688 0.881
C 0.964 0.558 1.066
C -0.470 -0.249 -1.258
O -0.008 -1.672 1.373
O 1.962 1.045 0.649
Cl -0.387 1.609 1.691
Br -2.051 0.531 -0.861
H 0.139 0.198 -2.029
H -0.496 -1.332 -1.510
*
```

Results of the Mulliken charge analysis, in e, for atoms 1 through 2:
1 C 0.39
2 C 0.45


Which of these has the highest electronic energy? C3H2AuFLiO3